The following is a DFT calculation (ωB97M-V/def2-TZVPD) of a 17-piece molecular cluster, C88H167N17O4 overall.

2S+1: 1
E_tot, Eh: -4684.762163
Highest occupied orbital energy, eV: -8.55

Each line ends with the Löwdin charge.
Cartesian coordinates (Å):
C (3.6683, -9.3969, 0.7519)  -0.03
C (2.4041, -8.5569, 0.7361)  -0.50
C (1.9790, -8.1896, 2.1627)  -0.13
C (0.7776, -7.2316, 2.1895)  -0.14
C (1.2420, -5.8922, 1.4782)  -0.12
C (1.6959, -6.1367, 0.0408)  -0.49
N (2.7145, -7.2447, 0.0814)  -0.12
O (3.2407, -7.4153, -1.1754)  -0.03
C (0.5326, -6.2807, -0.9584)  -0.01
C (2.5023, -4.9244, -0.3900)  -0.06
C (1.3285, -9.3113, -0.0569)  -0.01
H (4.1068, -9.6571, -0.1962)  0.08
H (3.4467, -10.3158, 1.2094)  0.06
H (4.4170, -8.9189, 1.4002)  0.10
H (1.7285, -9.1262, 2.6800)  0.13
H (2.8046, -7.6103, 2.5966)  0.13
H (0.6059, -6.9870, 3.2323)  0.10
H (-0.1518, -7.5880, 1.6868)  0.11
H (2.1726, -5.5862, 1.9817)  0.12
H (0.5947, -5.0402, 1.6524)  0.08
H (0.8368, -6.5320, -1.9776)  0.09
H (-0.0688, -7.1127, -0.6606)  0.05
H (-0.0934, -5.3996, -0.8752)  0.07
H (1.9598, -3.9916, -0.4654)  0.06
H (3.2455, -4.7270, 0.3984)  0.09
H (3.0677, -5.1026, -1.2876)  0.06
H (1.6098, -9.4740, -1.0744)  0.08
H (0.3544, -8.8743, 0.0690)  0.06
H (1.2675, -10.2495, 0.4186)  0.07
H (2.4859, -7.7956, -1.6421)  0.08
C (4.7333, 0.1103, 1.5490)  -0.03
C (6.2239, 0.2838, 2.0638)  -0.46
C (6.4461, 1.8126, 2.1809)  -0.15
C (7.8040, 2.1497, 2.7912)  -0.16
C (7.9216, 1.4922, 4.2242)  -0.13
C (7.5931, 0.0112, 4.1625)  -0.52
N (6.3316, -0.1639, 3.4694)  -0.12
O (5.8618, -1.4528, 3.5899)  -0.02
C (8.7681, -0.8661, 3.7819)  -0.04
C (7.2756, -0.3515, 5.6956)  -0.03
C (7.1492, -0.4214, 1.0674)  -0.02
H (4.4895, -0.8955, 1.2652)  0.04
H (4.5688, 0.6475, 0.5974)  0.05
H (4.0068, 0.4809, 2.2712)  0.06
H (6.4238, 2.3235, 1.2141)  0.09
H (5.6207, 2.2108, 2.7944)  0.11
H (7.9241, 3.2199, 2.9659)  0.10
H (8.6635, 1.7828, 2.1429)  0.12
H (7.2923, 2.0241, 4.9462)  0.11
H (8.9646, 1.6536, 4.5744)  0.13
H (9.5341, -0.8440, 4.5588)  0.09
H (8.5233, -1.9137, 3.6134)  0.08
H (9.2382, -0.4928, 2.8434)  0.08
H (7.0226, -1.4054, 5.8004)  0.07
H (8.1741, -0.1506, 6.2858)  0.08
H (6.4248, 0.2364, 6.0306)  0.06
H (7.2700, -1.4734, 1.3530)  0.08
H (8.1356, 0.1278, 0.9972)  0.09
H (6.7937, -0.2922, 0.0390)  0.06
H (6.4501, -1.9901, 3.0287)  0.08
C (1.8382, 0.0703, -0.9340)  -0.02
C (0.5521, -0.0433, -0.1102)  -0.52
C (0.8271, 0.4205, 1.2945)  -0.15
C (-0.3774, 0.7889, 2.1592)  -0.16
C (-1.2637, 1.8162, 1.3698)  -0.12
C (-1.6749, 1.2680, 0.0500)  -0.50
N (-0.4166, 0.8843, -0.7024)  -0.03
O (-0.8400, 0.2437, -1.9038)  -0.08
C (-2.6709, 0.1640, 0.1939)  -0.02
C (-2.3064, 2.3789, -0.7709)  -0.03
C (0.1516, -1.5043, 0.0033)  -0.02
H (1.8070, -0.0967, -2.0132)  0.07
H (2.4722, -0.7127, -0.4975)  0.06
H (2.2897, 1.0559, -0.7169)  0.08
H (1.5152, -0.3191, 1.8177)  0.13
H (1.4568, 1.3056, 1.2718)  0.10
H (0.0413, 1.2501, 3.0540)  0.07
H (-0.9839, -0.0558, 2.5653)  0.10
H (-0.6456, 2.7276, 1.2040)  0.11
H (-2.0939, 2.0211, 2.0352)  0.08
H (-2.3508, -0.7192, 0.7684)  0.07
H (-3.6016, 0.5348, 0.6194)  0.08
H (-2.9481, -0.2883, -0.7547)  0.07
H (-2.6223, 2.0223, -1.7285)  0.06
H (-3.2571, 2.7217, -0.3036)  0.07
H (-1.5692, 3.1465, -0.9792)  0.08
H (-0.6704, -1.6489, 0.7093)  0.05
H (1.0262, -2.0482, 0.2843)  0.07
H (-0.1542, -1.8532, -0.9548)  0.07
H (-0.4664, 0.7879, -2.6092)  0.02
C (-10.1504, 0.4208, -2.4265)  -0.05
C (-9.1550, 0.8365, -1.4172)  -0.52
C (-7.9746, -0.1176, -1.4326)  -0.14
C (-6.6885, 0.4066, -0.7711)  -0.15
C (-6.1915, 1.7296, -1.3941)  -0.14
C (-7.3215, 2.7005, -1.2806)  -0.46
N (-8.4912, 2.0530, -1.9660)  -0.06
O (-9.5098, 3.0569, -2.2593)  -0.03
C (-7.4683, 3.2659, 0.1452)  -0.03
C (-6.9761, 4.0229, -2.1792)  0.01
C (-9.9084, 0.9958, -0.0189)  0.01
H (-9.9118, 0.7277, -3.4403)  0.10
H (-11.1950, 0.7107, -2.2501)  0.09
H (-10.0945, -0.6518, -2.4037)  0.08
H (-8.1242, -1.1249, -1.0702)  0.12
H (-7.7539, -0.1598, -2.4681)  0.10
H (-5.8977, -0.3336, -0.7511)  0.10
H (-6.9980, 0.5837, 0.2705)  0.09
H (-5.9788, 1.6037, -2.4539)  0.10
H (-5.2553, 1.9844, -0.8962)  0.10
H (-7.9868, 2.6041, 0.8078)  0.04
H (-6.4933, 3.5918, 0.4902)  0.06
H (-8.0988, 4.1701, 0.0830)  0.09
H (-6.3186, 4.6896, -1.5678)  0.08
H (-6.3245, 3.6881, -3.0228)  0.06
H (-7.8220, 4.5960, -2.4511)  0.05
H (-10.3999, 0.0487, 0.2129)  0.09
H (-10.6099, 1.8205, -0.2106)  0.08
H (-9.2649, 1.3045, 0.7840)  0.04
H (-9.8908, 3.2594, -1.4169)  0.06
C (-1.3788, -3.4647, 2.5542)  -0.10
C (-1.9329, -4.0196, 1.2383)  -0.26
C (-3.4099, -3.8080, 1.1338)  -0.21
C (-4.1993, -4.3359, 2.2366)  -0.23
N (-4.7247, -4.8174, 3.1458)  0.16
H (-1.6610, -2.4227, 2.6843)  0.05
H (-0.2892, -3.5440, 2.6641)  0.07
H (-1.8662, -3.9717, 3.4007)  0.08
H (-1.7807, -5.1221, 1.1782)  0.12
H (-1.4552, -3.5132, 0.4069)  0.08
H (-3.7178, -4.3317, 0.2186)  0.13
H (-3.6876, -2.7707, 1.0213)  0.09
C (-3.0701, -1.7152, -5.7446)  -0.09
C (-3.7859, -2.1604, -4.4581)  -0.24
C (-2.9546, -2.3022, -3.1843)  -0.18
C (-1.9598, -3.3466, -3.3512)  -0.22
N (-1.2659, -4.2266, -3.6114)  0.18
H (-2.4432, -0.8389, -5.5699)  0.05
H (-3.8428, -1.4566, -6.4973)  0.09
H (-2.5106, -2.5309, -6.1567)  0.06
H (-4.3046, -3.1130, -4.6387)  0.12
H (-4.6011, -1.4642, -4.3007)  0.09
H (-3.5818, -2.5110, -2.3277)  0.11
H (-2.4468, -1.3615, -3.0015)  0.09
C (-4.6481, 2.9791, 7.0360)  -0.11
C (-4.3123, 3.8819, 5.8953)  -0.29
C (-2.8158, 4.0414, 5.6202)  -0.16
C (-2.2914, 2.7141, 5.1857)  -0.19
N (-2.0029, 1.6257, 4.9570)  0.19
H (-4.2862, 1.9639, 6.8900)  0.07
H (-5.7306, 2.9800, 7.1572)  0.08
H (-4.2211, 3.3901, 7.9953)  0.10
H (-4.8024, 4.8379, 6.1048)  0.12
H (-4.7443, 3.5166, 4.9691)  0.08
H (-2.3462, 4.2823, 6.5750)  0.12
H (-2.6096, 4.8431, 4.9342)  0.09
C (2.9154, 3.9630, -0.1913)  -0.10
C (1.4051, 4.0660, -0.3059)  -0.26
C (0.9328, 5.2825, -1.1111)  -0.17
C (1.4738, 5.2246, -2.4603)  -0.21
N (2.0053, 5.2064, -3.4957)  0.16
H (3.2583, 4.7761, 0.5156)  0.08
H (3.4201, 4.1308, -1.1434)  0.06
H (3.2430, 3.0026, 0.2137)  0.05
H (1.0045, 4.0160, 0.6644)  0.05
H (1.0368, 3.1610, -0.8458)  0.10
H (1.2153, 6.2291, -0.6699)  0.12
H (-0.1729, 5.3412, -1.1403)  0.07
C (2.2302, 2.9725, 4.0172)  -0.09
C (2.5834, 4.3772, 4.4571)  -0.24
C (2.5638, 5.4451, 3.3351)  -0.16
C (1.1736, 5.7983, 3.0273)  -0.18
N (0.1120, 6.1136, 2.6644)  0.19
H (3.1028, 2.4582, 3.5940)  0.07
H (1.4406, 2.9811, 3.2593)  0.06
H (1.8969, 2.3382, 4.8705)  0.07
H (3.6290, 4.3401, 4.8404)  0.12
H (1.9102, 4.7069, 5.2375)  0.10
H (3.1362, 5.1503, 2.5036)  0.07
H (3.0194, 6.3960, 3.6783)  0.13
C (5.4657, 2.0130, -4.8188)  -0.08
C (4.3392, 1.2101, -4.1324)  -0.26
C (4.8222, 0.4672, -2.8872)  -0.18
C (5.3105, 1.4803, -1.9193)  -0.20
N (5.6007, 2.3627, -1.2436)  0.18
H (6.4433, 1.5624, -4.7842)  0.07
H (5.4976, 3.0031, -4.2917)  0.09
H (5.1566, 2.2894, -5.8505)  0.06
H (3.9127, 0.4368, -4.7874)  0.06
H (3.5293, 1.8956, -3.8993)  0.09
H (5.5844, -0.2354, -3.1923)  0.08
H (4.0397, -0.1312, -2.4132)  0.07
C (3.1604, 0.1041, 5.9347)  -0.09
C (2.2732, -0.6271, 4.8832)  -0.25
C (0.8369, -0.8955, 5.3505)  -0.18
C (0.8418, -1.5583, 6.7069)  -0.22
N (0.7842, -1.9932, 7.7881)  0.13
H (3.3566, -0.5169, 6.8205)  0.08
H (2.6105, 1.0022, 6.2567)  0.06
H (4.1650, 0.3017, 5.5764)  0.05
H (2.7600, -1.5792, 4.5924)  0.12
H (2.1965, 0.0066, 3.9812)  0.07
H (0.2432, -1.5370, 4.6594)  0.11
H (0.2428, 0.0170, 5.5033)  0.09
C (-4.7422, -0.9533, 3.5684)  -0.12
C (-4.8436, 0.5119, 3.6077)  -0.26
C (-6.3126, 1.0047, 3.1802)  -0.16
C (-7.1529, 1.0593, 4.3663)  -0.26
N (-7.8204, 0.8990, 5.2695)  0.15
H (-4.9913, -1.3077, 2.5764)  0.05
H (-5.4607, -1.4699, 4.2198)  0.09
H (-3.7017, -1.3264, 3.7591)  0.09
H (-4.0958, 0.9573, 2.9289)  0.07
H (-4.6614, 0.8863, 4.6171)  0.08
H (-6.7826, 0.3507, 2.4403)  0.10
H (-6.3160, 2.0176, 2.8098)  0.07
C (-5.2616, 2.0763, -5.4983)  -0.08
C (-4.1954, 2.8933, -4.7509)  -0.24
C (-2.7865, 2.2710, -4.6430)  -0.18
C (-2.1633, 2.0795, -5.9883)  -0.23
N (-1.7992, 1.8276, -7.0414)  0.17
H (-5.4012, 1.1233, -4.9806)  0.06
H (-4.8989, 1.8587, -6.5101)  0.07
H (-6.1964, 2.5896, -5.6374)  0.07
H (-4.4681, 3.1945, -3.7600)  0.06
H (-4.1048, 3.8311, -5.3027)  0.11
H (-2.7951, 1.2938, -4.1789)  0.09
H (-2.0986, 2.8821, -4.0855)  0.09
C (2.7093, 0.9155, -7.2625)  -0.09
C (1.6225, 1.9937, -7.4050)  -0.23
C (1.5764, 2.8756, -6.1544)  -0.16
C (0.9638, 2.1307, -5.0526)  -0.20
N (0.3493, 1.6366, -4.2319)  0.22
H (2.8040, 0.3238, -8.1736)  0.08
H (2.5286, 0.3182, -6.3737)  0.03
H (3.6988, 1.4023, -7.1658)  0.07
H (0.6574, 1.5283, -7.5565)  0.07
H (1.8546, 2.6166, -8.2277)  0.10
H (1.0893, 3.8509, -6.3110)  0.13
H (2.5988, 3.0635, -5.7951)  0.10
C (7.4681, -2.1070, -2.6370)  -0.10
C (7.3991, -3.5230, -2.0536)  -0.26
C (5.9831, -4.1363, -2.0413)  -0.16
C (5.0991, -3.1284, -1.4448)  -0.23
N (4.4011, -2.3656, -0.9555)  0.21
H (7.0785, -2.2047, -3.6725)  0.09
H (8.5107, -1.7919, -2.5937)  0.08
H (6.8018, -1.4502, -2.0257)  0.04
H (7.6947, -3.4696, -1.0253)  0.09
H (8.1499, -4.1744, -2.5398)  0.12
H (5.9493, -5.0254, -1.3976)  0.12
H (5.6007, -4.4582, -3.0512)  0.14
C (-2.7629, 5.6559, -0.6983)  -0.12
C (-2.0691, 5.9154, 0.6398)  -0.28
C (-2.9635, 6.0689, 1.8950)  -0.17
C (-3.6660, 4.7919, 2.0840)  -0.20
N (-4.2245, 3.7762, 2.2240)  0.19
H (-3.2437, 6.5782, -1.0449)  0.08
H (-3.4721, 4.8285, -0.6767)  0.05
H (-2.0333, 5.5673, -1.4979)  0.05
H (-1.5176, 6.8787, 0.5253)  0.12
H (-1.3551, 5.0732, 0.7411)  0.07
H (-3.7176, 6.8640, 1.8801)  0.13
H (-2.3031, 6.2433, 2.7777)  0.09
C (0.5911, -1.7793, -6.0996)  -0.10
C (0.9117, -1.4964, -4.6219)  -0.27
C (1.7800, -2.5738, -4.0089)  -0.16
C (3.1025, -2.4109, -4.6876)  -0.22
N (4.0669, -2.0802, -5.2032)  0.17
H (-0.1119, -1.0233, -6.4910)  0.07
H (0.0917, -2.7493, -6.1539)  0.06
H (1.4997, -1.8935, -6.7304)  0.08
H (0.0364, -1.3234, -4.0196)  0.08
H (1.4993, -0.5509, -4.7294)  0.07
H (1.4698, -3.5882, -4.2475)  0.10
H (1.9108, -2.5929, -2.9535)  0.08

***

The following is a DFT calculation (ωB97M-V/def2-TZVPD) of a single C5H7NS2 molecule.

2S+1: 1
E_tot, Eh: -1045.841092
SMILES string: S=C1C=C(CS)CN1
ΔE to the lowest compared entry with this formula, charge and spin, kcal/mol: 1.9
Highest occupied orbital energy, eV: -8.22

Each line ends with the natural charge from an NBO analysis.
Cartesian coordinates (Å):
S (2.0449, 1.8669, -1.4135)  -0.17
C (1.0205, 0.6415, -1.0072)  0.09
C (0.1482, 0.4907, 0.1526)  -0.27
C (-0.5468, -0.6480, 0.0548)  0.05
C (-1.5250, -1.2557, 0.9806)  -0.56
S (-1.8130, -0.3799, 2.5425)  -0.01
C (-0.1223, -1.3782, -1.2095)  -0.26
N (0.8268, -0.4611, -1.7513)  -0.56
H (0.0006, 1.2530, 0.8984)  0.25
H (-2.4803, -1.4319, 0.4954)  0.24
H (-1.1123, -2.2258, 1.2531)  0.23
H (-0.6020, -0.7080, 3.0771)  0.13
H (-0.9385, -1.6321, -1.8882)  0.22
H (0.3718, -2.3159, -0.9206)  0.21
H (1.4146, -0.6075, -2.5479)  0.42

***

The following is a DFT calculation (ωB97M-V/def2-TZVPD) of a single C5H11NO molecule.

2S+1: 1
E_tot, Eh: -326.972018
ΔE to the lowest compared entry with this formula, charge and spin, kcal/mol: 100.0
Highest occupied orbital energy, eV: -7.32

Each line ends with the natural charge from an NBO analysis.
Cartesian coordinates (Å):
C (2.2389, -0.3191, -1.2719)  -0.67
C (1.4398, -0.9192, -0.1301)  -0.20
C (1.1826, 0.1038, 0.9105)  -0.27
N (0.1095, -0.1407, -0.0821)  -0.43
C (-1.1667, -0.7631, 0.2947)  -0.23
C (-2.2875, 0.2636, 0.2298)  -0.08
O (-2.1219, 1.3102, 1.1616)  -0.71
H (1.9453, -0.7318, -2.2442)  0.21
H (3.3002, -0.5523, -1.1314)  0.23
H (2.1715, 0.7928, -1.3486)  0.15
H (0.0084, 0.6047, -0.7731)  0.39
H (1.5760, 1.1281, 0.8505)  0.17
H (0.9054, -0.1919, 1.9232)  0.20
H (-1.3569, -1.6111, -0.3701)  0.22
H (-1.0630, -1.1415, 1.3147)  0.22
H (-2.3730, 0.6510, -0.8009)  0.16
H (-3.2401, -0.2156, 0.4719)  0.20
H (-1.2686, 1.7322, 0.9954)  0.46

***

The following is a DFT calculation (ωB97M-V/def2-TZVPD) of a single C6H6O molecule.

2S+1: 1
E_tot, Eh: -307.333471
SMILES string: C#CC(=C)[C@@H]1CO1
ΔE to the lowest compared entry with this formula, charge and spin, kcal/mol: 81.6
Highest occupied orbital energy, eV: -9.27

Each line ends with the natural charge from an NBO analysis.
Cartesian coordinates (Å):
C (2.7262, -0.0069, 1.0417)  -0.20
C (1.6355, -0.2290, 0.5782)  -0.04
C (0.3493, -0.4594, -0.0224)  -0.13
C (-0.1943, -1.6768, -0.0955)  -0.33
C (-0.3387, 0.7497, -0.5830)  0.04
C (-1.6929, 1.1183, -0.1505)  -0.10
O (-1.4606, 0.5070, -1.4094)  -0.48
H (3.6989, 0.1716, 1.4454)  0.24
H (0.3080, -2.5447, 0.3189)  0.21
H (-1.1502, -1.8161, -0.5924)  0.22
H (0.3272, 1.5419, -0.9270)  0.20
H (-2.1901, 0.4870, 0.5854)  0.19
H (-2.0183, 2.1573, -0.1895)  0.19